Entry 1:
Molecular formula: C7H10O
Method: DFT, ωB97M-V with the def2-TZVPD basis set

XYZ file:
```
18
C7H10O (ωB97M-V with the def2-TZVPD basis set)
C 1.50 -1.38 -0.35
C 1.45 -0.22 -1.29
C 1.20 1.08 -0.93
C 0.80 1.30 0.34
C 0.73 0.19 1.27
C 1.37 -1.04 1.01
C -2.67 0.15 0.11
H 1.69 -2.42 -0.72
H 1.60 -0.39 -2.30
H 1.46 2.05 -1.62
H 0.56 2.29 0.95
H 0.76 0.35 2.41
H 1.43 -1.74 1.83
H -1.26 -0.73 -0.99
H -3.75 0.05 0.21
H -2.36 0.22 1.16
H -2.36 1.09 -0.51
O -2.17 -0.86 -0.59
```

The total charge is 0. As for the LUMO energy: 0.85 eV. As for the spin multiplicity: 1. As for the SMILES: c1ccccc1.CO. The energy relative to the best compared isomer or geometry (same formula, charge and spin) is 2.607 eV.

---

Entry 2:
Molecular formula: C7H10O
Method: DFT, ωB97M-V with the def2-TZVPD basis set

XYZ file:
```
18
C7H10O (ωB97M-V with the def2-TZVPD basis set)
C -1.71 -0.79 0.05
C -0.73 -0.85 -1.33
C -0.13 0.46 -0.83
C 1.36 0.17 -0.39
C 1.51 0.89 0.93
C 0.39 -0.06 1.23
C -0.76 0.41 0.50
H -1.56 -1.65 0.58
H -2.84 -0.51 -0.21
H -0.18 -1.83 -1.46
H -1.29 -0.62 -2.28
H 0.02 1.12 -1.73
H 2.32 0.33 -1.15
H 1.41 2.01 1.07
H 2.45 0.72 1.22
H -0.15 -0.17 2.37
H -1.29 1.38 0.88
O 1.17 -1.01 0.55
```

The total charge is 0. As for the LUMO energy: 1.03 eV. As for the spin multiplicity: 1. The energy relative to the best compared isomer or geometry (same formula, charge and spin) is 5.485 eV.

---

Entry 3:
Molecular formula: C7H10O
Method: DFT, ωB97M-V with the def2-TZVPD basis set

XYZ file:
```
18
C7H10O (ωB97M-V with the def2-TZVPD basis set)
C -1.16 -1.79 0.64
C 0.59 -1.10 -0.18
C 1.06 -0.06 -1.25
C 0.80 1.07 -0.12
C -0.02 2.28 0.01
C -0.68 0.86 -0.02
C -0.32 -0.44 0.79
H -2.22 -1.72 0.15
H -1.30 -2.29 1.70
H 1.25 -1.72 0.41
H 0.16 0.18 -1.95
H 2.11 -0.16 -1.76
H 1.36 0.69 0.91
H -0.29 3.06 -0.68
H 0.39 2.88 0.86
H -1.25 0.77 -1.01
H -0.07 -0.28 1.90
O -0.41 -2.24 -0.40
```

The total charge is 0. As for the LUMO energy: 0.97 eV. As for the spin multiplicity: 1. The energy relative to the best compared isomer or geometry (same formula, charge and spin) is 7.331 eV.

---

Entry 4:
Molecular formula: C7H10O
Method: DFT, ωB97M-V with the def2-TZVPD basis set

XYZ file:
```
18
C7H10O (ωB97M-V with the def2-TZVPD basis set)
C -0.80 0.29 0.83
C 0.65 -1.92 0.07
C 0.28 0.99 1.63
C -0.30 -0.89 -0.43
C -0.17 0.41 -1.18
C 0.50 1.50 -1.60
C -1.10 -0.65 -1.58
O -1.94 -1.01 -2.37
H -1.64 0.94 0.58
H -1.23 -0.52 1.42
H 1.63 -1.51 0.32
H 0.26 -2.41 0.97
H 0.79 -2.67 -0.71
H 1.27 1.96 -1.01
H 0.20 2.00 -2.51
H -0.11 1.21 2.63
H 1.16 0.37 1.76
H 0.57 1.93 1.18
```

The total charge is 0. As for the LUMO energy: 0.52 eV. As for the spin multiplicity: 1. As for the SMILES: C=C1C(=O)[C@]1(C)CC. The energy relative to the best compared isomer or geometry (same formula, charge and spin) is 4.657 eV.

---

Entry 5:
Molecular formula: C7H10O
Method: DFT, ωB97M-V with the def2-TZVPD basis set

XYZ file:
```
18
C7H10O (ωB97M-V with the def2-TZVPD basis set)
C 1.98 -0.56 0.03
C 1.03 0.79 0.01
C -0.15 0.87 0.93
C -0.14 0.77 -0.94
C -0.78 -0.56 -0.70
C -2.04 -0.47 -0.02
C -0.89 -0.42 0.76
H 2.52 -0.64 -0.92
H 2.57 -0.67 0.94
H 1.26 -1.43 0.08
H 1.71 1.76 -0.05
H -0.07 1.31 1.84
H 0.07 1.14 -1.95
H -0.42 -1.41 -1.26
H -2.48 0.47 -0.15
H -2.64 -1.37 0.04
H -0.61 -1.20 1.43
O -0.91 1.60 -0.06
```

The total charge is 0. As for the LUMO energy: 1.10 eV. As for the spin multiplicity: 1. The energy relative to the best compared isomer or geometry (same formula, charge and spin) is 3.828 eV.

---

Entry 6:
Molecular formula: C7H10O2
Method: DFT, ωB97M-V with the def2-TZVPD basis set

XYZ file:
```
19
C7H10O2 (ωB97M-V with the def2-TZVPD basis set)
C -1.97 0.69 -0.53
C -0.63 0.22 -0.13
C 0.19 0.81 1.10
C 1.02 -0.48 0.67
C -0.29 -1.14 0.46
C 1.45 -0.12 -0.71
C 2.56 -0.29 -1.30
H -3.02 -0.23 0.81
H -2.28 0.10 -1.37
H -1.96 1.77 -0.79
H 0.84 1.74 1.15
H -0.34 0.66 2.03
H 1.82 -1.00 1.26
H -0.76 -1.56 1.31
H -0.16 -1.71 -0.45
H 3.29 -0.60 -0.55
H 2.90 0.09 -2.16
O -2.97 0.66 0.44
O 0.30 0.41 -1.25
```

The total charge is 0. As for the LUMO energy: 0.75 eV. As for the spin multiplicity: 1. The energy relative to the best compared isomer or geometry (same formula, charge and spin) is 2.895 eV.

---

Entry 7:
Molecular formula: C7H10O3
Method: DFT, ωB97M-V with the def2-TZVPD basis set

XYZ file:
```
20
C7H10O3 (ωB97M-V with the def2-TZVPD basis set)
C -0.36 0.06 -1.35
C 0.31 0.32 -0.01
C 1.74 -0.24 -0.02
C 1.81 -1.70 -0.17
C 1.84 -2.90 -0.33
C 0.24 1.81 0.40
C -0.53 1.34 1.62
O -1.62 1.67 2.06
O -0.20 0.06 1.50
H -1.31 0.59 -1.41
H 0.24 0.47 -2.17
H -0.46 -1.02 -1.53
H 2.31 0.24 -0.83
H 2.28 0.06 0.89
H 1.79 -3.94 -0.58
H 1.20 2.28 0.65
H -0.34 2.46 -0.26
O -2.76 -0.86 0.62
H -3.28 -0.74 -0.18
H -2.90 0.06 1.11
```

The total charge is 0. As for the LUMO energy: 0.49 eV. As for the spin multiplicity: 1. As for the SMILES: C#CC[C@]1(C)CC(=O)O1.O. The energy relative to the best compared isomer or geometry (same formula, charge and spin) is 3.145 eV.

---

Entry 8:
Molecular formula: C7H10O4
Method: DFT, ωB97M-V with the def2-TZVPD basis set

XYZ file:
```
21
C7H10O4 (ωB97M-V with the def2-TZVPD basis set)
C 2.07 -0.57 0.13
C -0.21 -0.60 1.77
C 1.26 0.73 0.63
C -0.21 -1.21 0.34
C -0.02 0.92 -0.09
C -0.53 0.07 -1.11
C -2.07 0.11 -1.43
O 0.83 0.39 1.94
O 1.06 -1.54 0.04
O -0.85 1.80 0.51
O 0.36 -0.39 -2.02
H 2.46 -0.42 -0.78
H 2.80 -0.86 1.02
H -1.17 -0.11 1.99
H 0.22 -1.53 2.38
H 2.02 1.61 0.59
H -2.04 0.03 -2.52
H -2.45 1.10 -1.00
H -2.76 -0.67 -1.03
H -0.74 1.81 1.52
H -0.02 -0.67 -2.87
```

The total charge is 0. As for the LUMO energy: 0.63 eV. As for the spin multiplicity: 1. The energy relative to the best compared isomer or geometry (same formula, charge and spin) is 6.810 eV.

---

Entry 9:
Molecular formula: C7H10OSi
Method: DFT, ωB97M-V with the def2-TZVPD basis set

XYZ file:
```
19
C7H10OSi (ωB97M-V with the def2-TZVPD basis set)
C 2.72 -0.54 -0.10
C 1.69 -1.51 0.12
C 2.28 0.79 -0.18
C 0.46 -1.16 0.48
C 0.98 1.15 0.08
C 0.12 0.21 0.61
C -2.65 -0.83 -0.48
O 0.57 2.43 -0.08
Si -2.18 0.75 0.44
H 3.72 -0.79 -0.22
H 1.95 -2.51 -0.09
H 2.91 1.53 -0.65
H -0.25 -1.88 0.75
H -3.45 -1.32 -0.02
H -2.86 -0.51 -1.52
H -1.76 -1.60 -0.41
H 1.30 3.08 -0.16
H -2.52 1.92 -0.32
H -3.03 0.81 1.75
```

The total charge is 0. As for the LUMO energy: 0.79 eV. As for the spin multiplicity: 1. The energy relative to the best compared isomer or geometry (same formula, charge and spin) is 1.129 eV.

---

Entry 10:
Molecular formula: C7H10S
Method: DFT, ωB97M-V with the def2-TZVPD basis set

XYZ file:
```
18
C7H10S (ωB97M-V with the def2-TZVPD basis set)
C -2.02 -0.68 0.57
C -2.22 0.81 0.70
C -0.87 0.26 0.35
C 0.32 0.36 1.36
C 0.89 -0.66 -0.91
C 0.28 -0.28 -2.23
C -0.16 0.41 -0.98
H -2.46 -1.18 -0.28
H -1.98 -1.27 1.50
H -2.77 1.30 -0.07
H -2.37 1.21 1.71
H 0.43 1.42 1.72
H 0.16 -0.32 2.24
H 0.43 -1.61 -0.63
H -0.25 -1.08 -2.72
H 0.81 0.39 -2.93
H 0.31 1.40 -1.01
S 1.90 -0.10 0.45
```

The total charge is 0. As for the LUMO energy: 1.01 eV. As for the spin multiplicity: 1. As for the SMILES: C1[C@@H]2[C@@H]1SCC21CC1. The energy relative to the best compared isomer or geometry (same formula, charge and spin) is 3.398 eV.

---

Entry 11:
Molecular formula: C7H11BO2S
Method: DFT, ωB97M-V with the def2-TZVPD basis set

XYZ file:
```
22
C7H11BO2S (ωB97M-V with the def2-TZVPD basis set)
B -1.68 0.15 -0.65
C 0.81 -1.31 0.56
C 0.85 -2.02 -0.56
C 2.63 -0.35 -0.44
C 1.78 -0.25 0.66
C 1.69 0.88 1.59
C -0.89 2.35 -0.94
C -3.29 -1.74 0.13
O -1.44 1.38 -0.13
O -2.24 -0.94 -0.19
S 2.20 -1.58 -1.56
H 0.12 -1.50 1.28
H 0.36 -2.97 -0.73
H 2.70 1.37 1.43
H 0.92 1.65 1.37
H 1.57 0.64 2.64
H 0.25 2.46 -0.91
H -1.35 3.39 -0.82
H -1.14 2.03 -1.96
H -3.13 -2.81 0.04
H -4.29 -1.19 -0.24
H 3.56 0.34 -0.58
```

The total charge is 0. As for the LUMO energy (alpha / beta): 0.30 / 0.18 eV. As for the spin multiplicity: 1. The energy relative to the best compared isomer or geometry (same formula, charge and spin) is 3.303 eV.

---

Entry 12:
Molecular formula: C7H11Br
Method: DFT, ωB97M-V with the def2-TZVPD basis set

XYZ file:
```
19
C7H11Br (ωB97M-V with the def2-TZVPD basis set)
C 1.47 -2.63 -0.01
C 2.08 -1.62 0.52
C -1.48 -0.11 -1.09
C -1.38 0.91 1.15
C -0.59 2.20 -0.84
C 2.79 -0.62 0.92
C -1.03 1.04 -0.31
Br 2.45 1.17 0.15
H 1.80 -3.20 -0.85
H -1.45 0.13 -2.23
H -0.85 -0.95 -1.05
H -2.53 -0.48 -0.96
H -2.47 0.54 1.26
H -1.15 1.72 1.76
H -0.90 0.06 1.61
H -0.43 2.36 -1.90
H -0.40 3.06 -0.30
H 0.52 -2.89 0.34
H 3.56 -0.70 1.83
```

The total charge is 0. As for the LUMO energy: 0.47 eV. As for the spin multiplicity: 1. As for the SMILES: C=C(C)C.C=C=CBr. The energy relative to the best compared isomer or geometry (same formula, charge and spin) is 1.830 eV.

---

Entry 13:
Molecular formula: C7H11Br2N2O3
Method: DFT, ωB97M-V with the def2-TZVPD basis set

XYZ file:
```
25
C7H11Br2N2O3 (ωB97M-V with the def2-TZVPD basis set)
C -1.28 1.06 -0.32
C 0.49 -1.41 -0.30
C -1.74 -0.26 0.17
C 1.79 -0.86 0.32
C 2.88 0.30 2.07
C -2.20 2.19 -0.63
C -2.69 -1.01 -0.82
N -0.06 1.15 -0.64
N -0.67 -1.20 0.48
O 0.52 2.11 -1.07
O -1.17 -2.20 1.22
O 1.77 -0.29 1.43
Br -3.71 2.28 0.65
Br -3.09 -2.78 -0.09
H 0.51 -0.83 -1.31
H 0.54 -2.46 -0.51
H -2.25 -0.13 1.02
H 2.78 -1.07 -0.14
H 3.20 -0.07 3.16
H 2.65 1.39 2.29
H 3.80 0.06 1.40
H -2.61 2.31 -1.58
H -1.67 3.12 -0.73
H -2.38 -1.17 -1.82
H -3.68 -0.50 -0.92
```

The total charge is +1. As for the LUMO energy (alpha / beta): -5.61 / -5.63 eV. As for the spin multiplicity: 1. The energy relative to the best compared isomer or geometry (same formula, charge and spin) is 0.062 eV.